## a
180
Properties=species:S:1:pos:R:3 method="wB97M-V/def2-TZVPD" e_homo_ha=-0.2669 spin_multiplicity=1 lumo_ha=0.013
C -17.400 -11.738 17.233
C -10.520 -23.093 17.313
N -14.474 -18.651 16.700
C -16.820 -18.026 21.263
H -15.798 -19.134 18.857
H -11.429 -17.970 20.793
H -15.813 -23.746 20.111
H -17.489 -17.736 20.452
H -11.901 -20.590 16.427
H -16.994 -26.375 15.626
C -12.338 -23.222 18.977
C -16.152 -12.415 16.715
H -8.485 -21.726 18.748
O -14.607 -19.278 22.749
H -14.321 -14.738 18.555
H -12.743 -23.062 17.014
C -14.254 -16.124 16.669
H -14.239 -22.203 16.887
H -15.792 -16.735 19.213
H -13.041 -11.791 14.456
H -11.590 -19.029 22.276
H -16.911 -21.489 16.051
H -13.130 -19.977 19.082
H -15.269 -20.973 16.372
H -13.469 -13.307 14.939
H -13.337 -13.775 10.736
C -10.824 -20.724 16.332
H -15.712 -23.324 13.569
H -11.235 -22.067 21.401
H -8.315 -21.909 16.920
C -15.171 -16.616 20.101
H -18.496 -21.722 16.693
H -9.977 -16.604 11.703
H -18.463 -24.096 15.754
H -15.192 -22.469 14.823
C -13.868 -17.516 16.012
C -10.272 -21.549 17.556
C -12.938 -12.437 15.327
H -15.177 -15.728 16.243
C -14.350 -14.047 17.712
H -13.307 -23.501 19.391
H -12.719 -10.079 17.765
H -12.541 -14.714 9.530
H -12.470 -19.301 20.654
C -12.153 -21.753 19.399
C -16.599 -25.733 14.839
H -11.927 -16.952 15.414
C -16.250 -24.355 15.460
H -13.069 -18.323 12.909
H -15.814 -14.627 11.410
H -15.968 -13.370 18.920
H -16.635 -25.009 19.284
C -14.112 -17.382 14.438
C -12.719 -17.247 23.593
C -12.116 -21.622 20.939
H -12.411 -13.147 18.038
C -14.653 -22.405 17.874
H -16.124 -20.520 17.865
C -17.589 -23.487 15.522
H -14.775 -17.743 9.637
C -12.961 -16.187 21.323
C -17.111 -22.740 17.885
C -10.923 -16.118 11.464
C -12.770 -17.473 9.005
O -14.506 -25.289 16.814
H -13.151 -16.925 19.292
H -11.617 -23.719 19.626
H -12.238 -16.706 8.443
H -17.201 -18.985 21.613
H -15.295 -10.974 14.873
H -13.879 -24.748 16.328
H -10.722 -15.802 10.441
H -14.052 -19.776 18.168
H -18.199 -12.456 17.420
H -16.295 -16.853 14.417
H -13.250 -16.367 23.956
H -13.461 -15.393 21.877
C -12.000 -23.648 17.555
H -13.432 -15.250 19.453
N -15.670 -24.524 16.775
C -15.163 -19.068 19.741
H -11.939 -15.822 21.219
C -16.463 -13.011 15.284
H -16.095 -12.250 14.596
H -10.443 -19.703 16.314
H -16.595 -16.907 17.089
H -18.004 -23.308 18.148
H -17.137 -21.908 18.588
H -12.821 -18.248 8.240
H -12.888 -22.162 21.487
H -16.305 -16.249 11.126
C -13.356 -21.017 18.847
C -12.222 -16.990 11.523
H -14.312 -14.498 16.721
H -13.532 -15.311 16.592
C -15.869 -18.875 16.354
H -12.870 -18.828 10.688
H -12.832 -10.033 15.949
H -12.059 -18.701 15.675
C -16.071 -18.854 14.711
H -15.876 -13.895 15.034
N -15.015 -11.429 16.578
C -12.114 -17.809 12.803
H -14.030 -16.110 13.352
H -17.722 -22.980 14.566
H -13.659 -12.254 18.588
H -15.221 -20.034 20.244
H -11.384 -18.619 12.779
H -15.631 -15.871 20.750
H -14.336 -23.947 14.508
H -13.514 -21.251 17.794
H -14.997 -18.920 23.551
C -12.231 -18.011 10.352
H -11.958 -17.621 17.032
C -12.680 -10.648 16.836
C -15.744 -15.430 10.676
H -17.801 -18.160 16.772
H -15.116 -21.490 18.244
H -12.018 -17.230 13.721
H -12.032 -24.717 17.346
H -16.763 -18.286 18.129
C -16.772 -17.982 17.082
C -15.746 -24.380 19.226
H -17.055 -20.784 16.428
H -16.369 -14.397 17.484
H -10.999 -15.186 12.025
C -17.561 -22.245 16.492
H -17.156 -18.832 14.611
C -16.099 -20.399 16.782
O -15.253 -10.435 15.667
O -13.869 -15.453 12.670
C -15.730 -23.511 17.883
H -13.013 -18.054 24.264
H -14.137 -18.954 19.391
N -14.479 -18.058 21.951
H -17.239 -25.735 13.957
N -10.864 -21.161 18.808
H -9.766 -23.594 17.920
H -14.226 -21.338 19.419
C -15.568 -17.592 14.077
H -13.384 -17.854 13.780
H -14.046 -13.761 9.170
H -14.803 -16.569 8.419
H -10.345 -23.388 16.279
C -8.749 -21.360 17.756
H -8.596 -20.283 17.686
H -14.154 -16.320 14.197
C -13.588 -11.867 16.604
C -15.398 -17.948 20.770
H -15.738 -17.669 13.003
H -15.640 -19.784 14.340
H -14.377 -16.266 17.742
N -13.555 -16.247 11.520
H -17.134 -11.284 18.187
H -17.821 -11.049 16.501
C -14.248 -15.750 10.313
H -11.864 -12.602 15.408
H -10.004 -19.721 19.518
H -16.326 -15.070 9.827
H -11.662 -17.309 23.854
H -15.702 -26.276 14.539
O -10.775 -19.728 18.947
H -17.503 -13.180 15.006
H -14.895 -25.038 19.398
O -14.122 -18.826 18.048
C -13.640 -16.201 19.944
C -14.188 -16.909 9.252
H -10.641 -21.234 15.386
H -12.208 -20.614 21.345
C -13.531 -14.414 9.874
C -15.337 -23.520 14.573
H -16.922 -17.268 22.039
H -11.625 -10.918 16.787
H -11.226 -18.383 10.153
C -15.771 -13.570 17.867
C -13.405 -12.845 17.708
C -12.383 -17.724 16.034
C -12.076 -18.607 21.396
H -13.850 -22.786 18.506
C -13.121 -17.562 22.038

## b
180
Properties=species:S:1:pos:R:3 method="wB97M-V/def2-TZVPD" e_homo_ha=-0.2923 spin_multiplicity=1 lumo_ha=0.018 smiles=CC1(C)CCCC(C)(C)N1O.CC1(C)CCCC(C)(C)N1O.CC1(C)CCCC(C)(C)N1O.CC1(C)CCCC(C)(C)N1O.CC1(C)CCCC(C)(C)N1O.CC1(C)CCCC(C)(C)N1O
H -13.221 -20.133 9.615
O -22.604 -16.011 10.127
H -14.607 -17.264 10.361
H -20.005 -18.247 13.123
C -18.108 -29.778 13.104
H -17.041 -30.347 11.251
C -21.092 -28.724 6.234
H -15.561 -20.598 9.115
H -17.631 -21.503 7.627
H -12.474 -17.752 5.497
C -21.594 -30.079 4.150
H -22.505 -25.226 2.341
H -17.347 -17.405 7.999
H -17.498 -30.442 13.715
H -20.720 -20.412 9.271
H -17.583 -25.038 0.549
H -22.847 -24.210 0.958
H -22.574 -32.839 4.306
H -21.209 -17.074 15.067
H -17.537 -26.860 10.565
H -20.864 -29.364 3.768
H -21.813 -31.661 12.306
H -18.922 -24.608 5.097
H -15.182 -18.690 10.826
C -17.470 -29.440 11.677
H -12.500 -17.631 9.880
H -22.112 -30.115 8.098
C -20.555 -17.316 12.992
H -11.429 -16.901 8.722
C -24.285 -16.782 12.315
H -19.099 -28.273 2.374
N -20.665 -22.830 7.468
H -22.313 -24.942 6.493
H -19.220 -23.244 0.366
C -19.236 -23.747 5.687
H -20.865 -31.739 2.904
N -19.715 -25.485 2.026
H -22.841 -33.391 7.978
H -20.351 -24.857 -1.950
C -22.522 -15.943 13.917
C -17.799 -29.031 9.212
H -21.556 -28.093 6.991
H -17.298 -23.549 6.757
H -16.642 -28.769 11.904
C -21.135 -17.180 11.532
H -22.351 -30.649 10.887
H -22.029 -24.016 5.241
H -20.735 -26.659 -0.337
O -21.834 -22.991 8.206
H -21.011 -31.632 10.723
H -19.606 -23.002 4.982
H -23.833 -28.375 6.377
H -22.461 -18.782 12.024
H -17.548 -22.587 5.372
C -23.582 -14.238 12.388
H -19.830 -19.734 7.960
H -18.743 -24.793 -1.351
C -20.396 -29.879 11.911
H -17.674 -19.032 8.624
C -22.186 -29.748 5.631
C -22.117 -24.905 1.374
H -19.110 -26.879 -1.065
C -12.821 -19.323 7.563
C -22.537 -33.335 6.932
C -20.351 -24.130 6.764
H -22.143 -28.923 12.906
N -19.668 -29.550 10.726
O -20.070 -26.063 3.289
H -18.320 -28.878 13.682
H -20.148 -17.175 9.660
H -12.865 -19.710 6.545
C -23.441 -28.803 5.454
H -24.029 -14.148 11.398
H -22.852 -13.434 12.477
C -16.988 -18.434 8.025
C -21.740 -32.155 6.337
H -16.740 -28.774 9.230
C -23.079 -15.731 12.528
H -18.790 -25.055 8.222
H -21.127 -22.352 2.296
H -19.949 -31.409 4.317
C -18.528 -21.769 7.068
H -22.727 -15.060 10.107
C -21.513 -31.023 11.475
C -18.067 -22.963 6.253
H -21.115 -25.743 5.436
H -21.712 -34.048 6.936
C -21.638 -17.196 14.072
C -20.082 -23.876 0.151
H -19.565 -15.916 10.796
H -13.110 -21.235 8.474
H -21.109 -23.657 3.500
H -18.322 -22.967 9.403
C -15.510 -18.437 8.616
H -20.367 -28.116 1.219
C -21.616 -32.626 4.782
H -21.030 -33.534 4.641
C -20.397 -20.619 8.251
H -19.861 -30.851 13.858
H -14.850 -15.933 8.225
H -23.106 -28.046 4.745
H -12.850 -16.238 9.101
C -20.638 -24.424 1.504
C -20.699 -23.323 2.546
H -19.841 -16.509 13.159
C -19.103 -26.406 1.000
H -19.272 -25.995 3.817
H -22.304 -18.049 14.204
C -21.172 -28.638 12.499
C -19.775 -25.169 7.768
H -19.145 -21.662 10.152
H -23.397 -33.708 6.375
H -24.463 -14.079 13.009
H -20.420 -25.299 8.636
H -18.505 -20.783 6.604
H -22.223 -25.799 0.760
C -12.458 -17.228 8.868
N -22.567 -30.915 6.490
N -22.087 -16.032 11.416
H -17.005 -26.690 0.454
H -19.740 -32.920 7.051
C -21.490 -24.784 5.795
C -19.301 -27.936 1.357
C -13.151 -17.778 7.653
H -12.802 -16.107 6.128
H -20.238 -29.121 6.783
C -18.414 -28.778 10.569
H -20.640 -28.089 13.276
C -19.741 -26.228 -0.459
O -20.605 -29.122 9.709
C -20.975 -31.456 3.950
H -24.233 -29.293 4.888
H -11.429 -16.914 6.514
H -19.249 -31.560 12.342
H -20.051 -23.244 9.916
H -22.189 -18.517 10.286
C -21.713 -18.553 11.266
H -24.481 -17.091 11.288
H -24.257 -17.620 13.011
C -12.492 -17.120 6.384
H -23.271 -15.898 14.708
H -20.578 -28.087 5.514
H -17.330 -25.909 2.130
H -15.436 -20.385 7.555
C -20.365 -32.028 7.072
C -19.434 -30.630 12.880
H -22.419 -22.300 7.886
C -19.779 -24.870 -1.022
C -15.033 -19.914 8.451
C -18.514 -27.255 10.842
H -20.864 -23.253 -0.283
C -19.644 -21.977 8.095
C -17.574 -25.995 1.071
C -15.406 -17.944 10.064
H -25.257 -16.318 12.483
H -16.929 -18.659 6.960
H -16.330 -17.375 10.168
H -19.651 -23.113 2.761
H -21.355 -27.827 11.795
O -22.914 -30.584 7.858
H -19.785 -31.250 6.575
H -20.917 -28.300 10.094
H -11.787 -19.539 7.833
H -18.420 -28.502 8.489
C -13.492 -20.218 8.563
C -19.931 -16.938 10.701
H -21.017 -19.389 11.338
H -22.385 -30.173 3.406
H -19.340 -26.710 10.385
H -17.794 -30.075 8.900
N -14.602 -17.677 7.712
H -20.458 -31.616 8.077
H -18.660 -28.484 0.666
H -19.799 -26.177 7.356
O -15.134 -16.434 7.457
H -21.745 -15.184 14.004
H -18.552 -27.045 11.911
C -19.316 -22.538 9.527
H -19.130 -17.677 10.681
H -21.127 -20.624 7.442

Which of them is most stable? Easy: b.